DFT (ωB97M-V with the def2-TZVPD basis set) results for a structure of composition C24H36P2SiV.

```
64
C24H36P2SiV | the OMol25 dataset | ωB97M-V with the def2-TZVPD basis set
C -0.6455 -2.1142 -0.4792
C 0.5916 -2.3588 -1.1379
C 1.6409 -2.5301 -0.1367
H 0.7062 -2.5313 -2.2183
C 1.0147 -2.3167 1.1581
C -0.3924 -2.0851 0.9381
H -1.1405 -2.0580 1.7310
H -1.6332 -1.9558 -0.9436
H 2.6157 -3.0213 -0.3401
H 1.5364 -2.3962 2.1249
V 0.7899 -0.4423 0.1129
C 3.3771 4.1440 -1.4702
H 4.0015 4.8385 -0.9240
H 2.7500 4.6510 -2.1753
H 4.1050 3.4804 -2.0035
Si 3.0031 -0.4983 -0.4768
C 4.1635 0.0666 -1.8322
C 4.1327 -0.5172 -3.1014
H 3.3785 -1.2663 -3.3028
C 5.0695 -0.2028 -4.0927
H 5.0512 -0.6913 -5.0672
C 6.0689 0.7244 -3.8202
H 6.7948 1.0076 -4.5811
C 6.0764 1.3995 -2.5944
H 6.8386 2.1594 -2.3805
C 5.1344 1.0603 -1.6264
H 5.1813 1.5476 -0.6666
C 4.2651 -0.9437 0.8741
C 5.5663 -1.3744 0.5252
H 5.9666 -1.1477 -0.4608
C 6.3462 -2.1466 1.3980
H 7.3332 -2.5093 1.0786
C 5.8182 -2.5133 2.6421
H 6.3614 -3.2077 3.2855
C 4.6075 -1.9608 3.0757
H 4.2115 -2.1902 4.0699
C 3.8703 -1.1563 2.2029
H 2.9385 -0.7133 2.5447
H 1.5437 0.0369 -1.1861
H 2.6726 4.5081 -0.4487
C 1.7655 2.2712 -2.4732
P 2.1453 2.9011 -0.7589
C 0.5858 3.8412 -0.6860
C 0.9394 0.7092 1.8722
C -0.3890 1.4279 1.8641
P -1.3765 0.7961 0.4183
C -2.7492 -0.0532 1.3448
C -2.2716 2.2722 -0.1845
H 1.7138 3.1209 -3.1392
H 0.8095 1.7748 -2.4492
H 2.4963 1.5625 -2.8281
H -0.1194 3.3208 -1.3159
H 0.1672 3.9219 0.2996
H 0.7500 4.8447 -1.0676
H 1.0237 -0.0299 2.6653
H 1.8189 1.3438 1.7911
H -0.9787 1.2213 2.7664
H -0.3151 2.5194 1.7737
H -3.5490 0.6835 1.5474
H -3.1550 -0.8739 0.7267
H -2.3584 -0.4496 2.2994
H -1.8764 3.1850 0.2824
H -2.1513 2.3454 -1.2751
H -3.3414 2.1823 0.0535
```

Computed properties:
**Frontier orbital gap**: 6.09 eV
**Net charge**: +3
**M**: 465.5 g/mol